(1)
Below is C26H44BrMnNOP2 as an isolated structure in a non-equilibrium geometry, with properties calculated with ωB97M-V/def2-TZVPD.

Element x y z (Å)
N1 8.24993 4.65956 -0.82932
C1 7.59031 5.13171 0.23405
C2 6.30198 4.71633 0.59441
C3 5.60993 3.78988 -0.22845
C4 6.32406 3.28578 -1.35565
C5 7.62065 3.77743 -1.61789
C6 4.26423 3.30109 0.10075
Mn1 -0.37129 1.12125 0.54683
P1 -2.42600 -4.19515 1.99414
C7 3.53407 2.39908 -0.61677
C8 2.49281 1.62316 -0.00991
C9 2.48977 0.26141 -0.34055
C10 2.15653 -0.66679 0.63648
C11 1.32821 -0.29159 1.68415
C12 1.13646 1.11914 1.98113
C13 1.65889 2.07899 1.03740
Br1 -0.37615 -1.54163 1.62314
H1 3.78004 3.70661 0.99892
H2 3.83226 2.06720 -1.62845
H3 5.81966 5.12453 1.47080
H4 5.96430 2.50445 -2.05134
H5 8.11968 5.85238 0.85257
H6 8.20319 3.40535 -2.47843
H7 2.85268 -0.01777 -1.33719
H8 1.50274 3.16590 1.12352
H9 2.45693 -1.70631 0.53210
H10 0.67392 1.50764 2.89883
P2 -1.53814 0.52910 -1.52551
C14 -1.49659 -4.07408 3.57436
C15 -1.09765 -5.35901 4.31567
H11 -2.14173 -3.47033 4.22235
H12 -0.62665 -3.45983 3.34258
H13 -0.57937 -5.09019 5.24430
H14 -1.98190 -5.95895 4.54860
H15 -0.43199 -5.97594 3.71116
C16 -1.36100 -4.37269 0.49847
C17 -1.71546 -5.62353 -0.32431
H16 -0.31296 -4.40406 0.83154
H17 -1.47160 -3.47130 -0.12570
H18 -0.89917 -5.84539 -1.03086
H19 -1.85937 -6.47655 0.35030
H20 -2.66022 -5.47486 -0.86940
C18 -3.45623 -2.75470 1.61807
C19 -4.88616 -2.98571 2.06630
H21 -3.38865 -2.48437 0.56745
H22 -3.00324 -1.91483 2.13398
H23 -5.56370 -2.34310 1.50787
H24 -5.14025 -4.03050 1.89773
H25 -4.99096 -2.79606 3.13539
C20 -3.29749 0.81855 -1.99689
C21 -3.62766 1.45355 -3.34847
H26 -3.69278 1.40650 -1.15749
H27 -3.79642 -0.16251 -1.96974
H28 -3.41502 2.52490 -3.40834
H29 -3.08422 0.97233 -4.16730
H30 -4.69776 1.33443 -3.55779
C22 -1.18414 -1.21826 -2.02239
C23 0.14616 -1.51646 -2.69469
H31 -1.99437 -1.58111 -2.66537
H32 -1.27391 -1.74026 -1.06166
H33 0.28733 -0.90776 -3.59647
H34 1.00367 -1.34112 -2.03528
H35 0.18246 -2.57139 -3.00990
C24 -0.55964 1.63833 -2.62302
C25 -0.64620 3.11272 -2.26464
H36 -0.91300 1.44592 -3.63914
H37 0.47828 1.28487 -2.62134
H38 0.30432 3.42856 -1.81867
H39 -0.85017 3.69865 -3.16730
H40 -1.45754 3.29308 -1.54826
C26 -3.37022 2.60747 1.54115
O1 -1.96006 2.40191 1.24578
H41 -3.62634 2.13570 2.49090
H42 -3.99320 2.15844 0.75625
H43 -3.60005 3.69068 1.61430
H44 -1.54885 3.28956 1.22017

<S²>: 8.783
LUMO (spin up / spin down) in eV: -7.554 / -7.563
HOMO level (spin up / spin down) in eV: -11.790 / -11.811
Net charge: +2
Spin multiplicity: 6

In the Mulliken picture, each atom carries the following charge in e: atom 1 (N): -0.53, atom 2 (C): -0.33, atom 3 (C): -0.47, atom 4 (C): 0.58, atom 5 (C): -0.48, atom 6 (C): -0.33, atom 7 (C): -0.21, atom 8 (Mn): 0.36, atom 9 (P): -0.27, atom 10 (C): -0.93, atom 11 (C): 1.52, atom 12 (C): -0.54, atom 13 (C): -0.68, atom 14 (C): -0.27, atom 15 (C): -0.65, atom 16 (C): -0.65, atom 17 (Br): 0.27, atom 18 (H): 0.32, atom 19 (H): 0.41, atom 20 (H): 0.38, atom 21 (H): 0.21, atom 22 (H): 0.37, atom 23 (H): 0.36, atom 24 (H): 0.46, atom 25 (H): 0.78, atom 26 (H): 0.53, atom 27 (H): 0.60, atom 28 (P): 0.93, atom 29 (C): -0.18, atom 30 (C): -1.28, atom 31 (H): 0.39, atom 32 (H): 0.15, atom 33 (H): 0.38, atom 34 (H): 0.35, atom 35 (H): 0.32, atom 36 (C): 0.73, atom 37 (C): -1.35, atom 38 (H): 0.39, atom 39 (H): -0.73, atom 40 (H): 0.39, atom 41 (H): 0.37, atom 42 (H): 0.33, atom 43 (C): 0.11, atom 44 (C): -1.36, atom 45 (H): 0.09, atom 46 (H): 0.23, atom 47 (H): 0.38, atom 48 (H): 0.39, atom 49 (H): 0.34, atom 50 (C): -0.10, atom 51 (C): -1.31, atom 52 (H): -0.14, atom 53 (H): 0.48, atom 54 (H): 0.32, atom 55 (H): 0.34, atom 56 (H): 0.40, atom 57 (C): 0.67, atom 58 (C): -1.24, atom 59 (H): 0.60, atom 60 (H): -0.97, atom 61 (H): 0.38, atom 62 (H): 0.11, atom 63 (H): 0.44, atom 64 (C): -0.79, atom 65 (C): -1.23, atom 66 (H): 0.62, atom 67 (H): 0.48, atom 68 (H): 0.24, atom 69 (H): 0.35, atom 70 (H): 0.24, atom 71 (C): -0.67, atom 72 (O): -0.44, atom 73 (H): 0.29, atom 74 (H): 0.20, atom 75 (H): 0.32, atom 76 (H): 0.24

---

(2)
Below is C26H44BrN3OP2Pt as an isolated structure in a non-equilibrium geometry, with properties calculated with ωB97M-V/def2-TZVPD.

Element x y z (Å)
N1 0.82033 -4.71800 -6.55898
C1 1.34324 -4.97480 -5.36640
C2 1.15738 -4.12261 -4.27172
C3 0.33240 -2.97069 -4.41304
C4 -0.23065 -2.74326 -5.69643
C5 0.06305 -3.63322 -6.73938
C6 0.03301 -2.13625 -3.26398
Pt1 -1.22207 0.01235 -2.07148
P1 -2.90144 0.47469 -0.62552
C7 -1.30314 -1.80102 -2.89351
C8 -1.74840 -2.29824 -1.46646
C9 -3.10393 -2.41333 -1.21447
C10 -3.57576 -2.37657 0.17004
C11 -2.70090 -3.27388 1.17354
C12 -1.28132 -3.27691 0.70797
C13 -0.83283 -2.80851 -0.47785
Br1 -2.74654 -2.44650 2.90359
H1 0.82641 -1.93477 -2.53564
H2 -2.10322 -1.91520 -3.65014
H3 1.58430 -4.38308 -3.31781
H4 -0.87504 -1.88016 -5.88413
H5 1.93101 -5.88328 -5.26053
H6 -0.33199 -3.46146 -7.74710
H7 -3.83070 -2.15625 -1.98047
H8 0.24758 -2.78718 -0.65225
H9 -4.61113 -2.74989 0.21065
H10 -0.56212 -3.68853 1.42939
P2 -0.16078 1.93182 -2.48233
C14 -3.56733 -0.88469 0.59350
C15 -4.85126 -0.65604 1.38650
H11 -2.64075 -0.71350 1.19155
H12 -3.11417 -4.29422 1.11969
H13 -4.94392 -1.44749 2.13537
H14 -4.85355 0.29821 1.92145
H15 -5.75812 -0.73178 0.76903
C16 -4.51705 1.31693 -1.00950
C17 -5.38300 2.11133 -0.01485
H16 -5.11360 0.47653 -1.39846
H17 -4.31508 1.94948 -1.88022
H18 -6.39633 2.15846 -0.44113
H19 -5.49082 1.63787 0.95959
H20 -5.04193 3.14106 0.15069
C18 -2.10333 1.63297 0.59364
C19 -2.67426 2.06692 1.94418
H21 -1.99847 2.53470 -0.02354
H22 -1.10279 1.20665 0.75690
H23 -2.34647 3.09678 2.12702
H24 -3.76122 2.05789 2.01267
H25 -2.28301 1.45979 2.77323
C20 0.49928 2.63227 -0.92086
C21 1.52378 3.76671 -0.97254
H26 0.87085 1.78183 -0.33503
H27 -0.37846 3.00438 -0.38708
H28 2.55732 3.43225 -1.14443
H29 1.29679 4.52044 -1.74068
H30 1.52972 4.27208 -0.00175
C22 -1.11987 3.32160 -3.20973
C23 -1.95428 3.02141 -4.46029
H31 -0.39695 4.12593 -3.42414
H32 -1.77501 3.67051 -2.39505
H33 -1.34896 3.02409 -5.37650
H34 -2.48186 2.05906 -4.40357
H35 -2.69826 3.81886 -4.58425
C24 1.38782 1.77732 -3.40260
C25 2.40241 0.87314 -2.71131
H36 1.77265 2.78984 -3.50671
H37 1.13973 1.43915 -4.40503
H38 2.82288 0.14169 -3.41281
H39 3.25129 1.43454 -2.29983
H40 1.99078 0.28136 -1.87783
N2 2.62341 -1.51537 2.52328
C26 2.60115 -0.87810 1.30464
N3 3.24771 0.34310 1.36360
O1 2.05478 -1.31719 0.29885
H41 2.96625 -1.03048 3.34405
H42 2.16807 -2.41518 2.61589
H43 3.55681 0.71338 0.46807
H44 3.85142 0.51088 2.15528

<S²>: 6.075
LUMO (spin up / spin down) in eV: -13.824 / -15.612
HOMO level (spin up / spin down) in eV: -19.140 / -19.135
Net charge: +4
Spin multiplicity: 5

In the Mulliken picture, each atom carries the following charge in e: atom 1 (N): 0.12, atom 2 (C): -0.47, atom 3 (C): -0.39, atom 4 (C): -0.24, atom 5 (C): -0.11, atom 6 (C): -0.58, atom 7 (C): -0.55, atom 8 (Pt): 0.75, atom 9 (P): 0.24, atom 10 (C): 0.62, atom 11 (C): 0.53, atom 12 (C): -1.18, atom 13 (C): 0.53, atom 14 (C): -0.29, atom 15 (C): -1.00, atom 16 (C): 0.01, atom 17 (Br): 0.06, atom 18 (H): 0.54, atom 19 (H): 0.78, atom 20 (H): 0.50, atom 21 (H): 0.49, atom 22 (H): 0.44, atom 23 (H): 0.43, atom 24 (H): 0.38, atom 25 (H): 0.28, atom 26 (H): 0.67, atom 27 (H): 0.46, atom 28 (P): -0.37, atom 29 (C): -0.14, atom 30 (C): -2.07, atom 31 (H): 0.39, atom 32 (H): 0.62, atom 33 (H): 0.62, atom 34 (H): 0.36, atom 35 (H): 0.38, atom 36 (C): -0.63, atom 37 (C): -1.41, atom 38 (H): 0.57, atom 39 (H): 0.55, atom 40 (H): 0.39, atom 41 (H): 0.32, atom 42 (H): 0.37, atom 43 (C): -0.50, atom 44 (C): -1.56, atom 45 (H): 0.54, atom 46 (H): 0.51, atom 47 (H): 0.42, atom 48 (H): 0.24, atom 49 (H): 0.33, atom 50 (C): 0.02, atom 51 (C): -1.38, atom 52 (H): 0.09, atom 53 (H): 0.44, atom 54 (H): 0.32, atom 55 (H): 0.33, atom 56 (H): 0.41, atom 57 (C): -0.34, atom 58 (C): -1.31, atom 59 (H): 0.45, atom 60 (H): 0.47, atom 61 (H): 0.39, atom 62 (H): 0.29, atom 63 (H): 0.39, atom 64 (C): -0.53, atom 65 (C): -0.91, atom 66 (H): 0.69, atom 67 (H): 0.56, atom 68 (H): 0.35, atom 69 (H): 0.32, atom 70 (H): -0.08, atom 71 (N): -0.44, atom 72 (C): 0.61, atom 73 (N): -0.38, atom 74 (O): -0.57, atom 75 (H): 0.19, atom 76 (H): 0.20, atom 77 (H): 0.20, atom 78 (H): 0.24

---

(3)
Below is a 4-piece molecular cluster, C26H44ClF9NO10PS2 overall in a non-equilibrium geometry, with properties calculated with ωB97M-V/def2-TZVPD.

Element x y z (Å)
N1 1.95703 -4.84556 -4.80985
C1 2.78020 -4.00190 -3.89885
C2 1.89434 -3.10564 -2.92869
C3 1.06580 -1.94293 -3.71552
C4 1.18152 -0.62188 -2.83557
C5 0.21831 0.58842 -3.27613
C6 -0.96710 1.02880 -2.24778
C7 -1.44020 -0.12173 -1.26085
C8 -1.87100 -1.51053 -1.93560
C9 -3.36533 -2.02063 -1.57652
S1 -3.44816 -3.77586 -2.24670
O1 -2.72615 -4.70742 -1.29192
O2 -2.69995 -3.88144 -3.56366
Cl1 -5.39961 -4.37578 -2.64288
O3 1.15587 1.72827 -3.04264
S2 0.60417 3.12643 -3.82800
O4 1.62381 4.03393 -4.42259
O5 -0.15739 4.02506 -2.88492
O6 -0.37693 2.25199 -4.90915
C10 -0.06026 0.81267 -4.86457
P1 1.64686 0.78144 -5.72273
O7 1.89773 2.00967 -6.63342
C11 -1.30826 0.13141 -5.55072
F1 -2.47659 0.10107 -4.73582
F2 -1.04082 -1.24543 -5.83157
C12 -1.79577 0.79500 -6.92698
F3 -2.71321 1.82074 -6.55357
F4 -0.79459 1.42835 -7.65923
C13 -2.64013 -0.18723 -7.87246
F5 -3.53183 -1.01396 -7.14986
F6 -3.49946 0.67037 -8.61816
C14 -1.78578 -0.97932 -8.96159
F7 -2.45020 -2.20611 -9.18474
F8 -1.76266 -0.34506 -10.22147
F9 -0.45996 -1.21437 -8.62256
H1 2.60777 -5.25526 -5.48833
H2 1.26036 -4.24356 -5.26612
H3 3.36965 -4.72409 -3.22639
H4 3.54082 -3.34234 -4.43522
H5 1.10501 -3.74227 -2.38783
H6 2.49909 -2.59367 -2.10782
H7 0.01900 -2.35510 -3.85087
H8 1.53198 -1.87246 -4.75558
H9 2.26297 -0.25015 -2.95462
H10 1.08576 -0.92017 -1.74706
H11 -0.57417 1.87547 -1.57872
H12 -1.85360 1.50676 -2.80178
H13 -2.28795 0.25153 -0.58003
H14 -0.56597 -0.32921 -0.54586
H15 -1.76408 -1.56857 -3.06083
H16 -1.16838 -2.31707 -1.51069
H17 -4.19376 -1.41737 -2.06083
H18 -3.48487 -2.14504 -0.43170
H19 1.68882 -0.38416 -6.56400
H20 2.75482 0.71489 -4.82783
C15 -4.20366 -0.09323 3.79527
C16 -2.69568 -0.02948 3.88058
C17 -2.27614 -0.97348 2.77228
O8 -3.29691 -0.91243 1.76138
C18 -4.43054 -0.21403 2.30156
H21 -4.70560 0.77077 4.23329
H22 -4.56612 -0.99336 4.30216
H23 -2.35435 0.98608 3.65537
H24 -2.29790 -0.31437 4.85526
H25 -2.22074 -2.00669 3.13008
H26 -1.31188 -0.70379 2.33578
H27 -4.47367 0.77208 1.82603
H28 -5.34613 -0.75814 2.05940
C19 0.98825 0.71015 7.65683
C20 1.12983 -0.77564 7.90587
C21 0.34684 -1.36500 6.74861
O9 0.46724 -0.44504 5.65463
C22 1.03004 0.78180 6.14384
H29 1.76417 1.31145 8.13212
H30 0.01512 1.05624 8.02083
H31 2.18285 -1.06555 7.83076
H32 0.75664 -1.09609 8.87988
H33 -0.71702 -1.45717 6.99426
H34 0.72029 -2.34585 6.44565
H35 2.06043 0.84711 5.77842
H36 0.46585 1.62880 5.74762
C23 5.10230 4.90578 7.03847
C24 4.94879 4.73432 8.53415
C25 3.54503 4.17138 8.64424
O10 3.30586 3.41640 7.44834
C26 4.34723 3.70402 6.50479
H37 6.14027 4.93905 6.70405
H38 4.60954 5.82942 6.71818
H39 5.67515 4.00142 8.89986
H40 5.08271 5.65811 9.09895
H41 2.79826 4.97111 8.69105
H42 3.41918 3.52617 9.51677
H43 4.99592 2.82343 6.44261
H44 3.91103 3.88526 5.52016

LUMO in eV: -0.719
SMILES string: NCCCC[C@@]1(CCCCS(=O)(=O)Cl)OS(=O)(=O)O[C@]1([PH2]=O)C(F)(F)C(F)(F)C(F)(F)C(F)(F)F.C1CCOC1.C1CCOC1.C1CCOC1
HOMO level in eV: -9.627

In the Mulliken picture, each atom carries the following charge in e: atom 1 (N): -0.62, atom 2 (C): -0.59, atom 3 (C): -0.75, atom 4 (C): 0.49, atom 5 (C): -1.89, atom 6 (C): 1.21, atom 7 (C): -1.01, atom 8 (C): -0.80, atom 9 (C): 0.05, atom 10 (C): -0.42, atom 11 (S): 1.08, atom 12 (O): -0.56, atom 13 (O): -0.52, atom 14 (Cl): -0.22, atom 15 (O): -0.53, atom 16 (S): 1.23, atom 17 (O): -0.56, atom 18 (O): -0.61, atom 19 (O): -0.34, atom 20 (C): -0.36, atom 21 (P): 0.58, atom 22 (O): -0.62, atom 23 (C): 1.00, atom 24 (F): -0.33, atom 25 (F): -0.32, atom 26 (C): 0.72, atom 27 (F): -0.31, atom 28 (F): -0.26, atom 29 (C): 0.47, atom 30 (F): -0.25, atom 31 (F): -0.30, atom 32 (C): 0.64, atom 33 (F): -0.25, atom 34 (F): -0.25, atom 35 (F): -0.19, atom 36 (H): 0.25, atom 37 (H): 0.23, atom 38 (H): 0.34, atom 39 (H): 0.28, atom 40 (H): 0.27, atom 41 (H): 0.40, atom 42 (H): 0.08, atom 43 (H): 0.35, atom 44 (H): 0.37, atom 45 (H): 0.49, atom 46 (H): 0.50, atom 47 (H): 0.28, atom 48 (H): 0.37, atom 49 (H): 0.23, atom 50 (H): -0.05, atom 51 (H): 0.14, atom 52 (H): 0.46, atom 53 (H): 0.15, atom 54 (H): 0.09, atom 55 (H): 0.09, atom 56 (C): -0.68, atom 57 (C): -0.15, atom 58 (C): -0.42, atom 59 (O): -0.24, atom 60 (C): -0.54, atom 61 (H): 0.35, atom 62 (H): 0.29, atom 63 (H): 0.24, atom 64 (H): 0.03, atom 65 (H): 0.28, atom 66 (H): 0.23, atom 67 (H): 0.30, atom 68 (H): 0.31, atom 69 (C): -0.25, atom 70 (C): -0.58, atom 71 (C): -0.48, atom 72 (O): -0.43, atom 73 (C): -0.24, atom 74 (H): 0.08, atom 75 (H): 0.27, atom 76 (H): 0.27, atom 77 (H): 0.34, atom 78 (H): 0.26, atom 79 (H): 0.32, atom 80 (H): 0.18, atom 81 (H): 0.29, atom 82 (C): -0.55, atom 83 (C): -0.54, atom 84 (C): -0.49, atom 85 (O): -0.29, atom 86 (C): -0.43, atom 87 (H): 0.33, atom 88 (H): 0.26, atom 89 (H): 0.27, atom 90 (H): 0.33, atom 91 (H): 0.30, atom 92 (H): 0.27, atom 93 (H): 0.28, atom 94 (H): 0.26